Entry 1:
CH8N4O as an isolated structure, computed with ωB97M-V/def2-TZVPD.

XYZ file:
```
14
Properties=species:S:1:pos:R:3:nbo_charge:R:1
C 0.0110 0.1750 0.1492 0.637
N 0.0736 -0.7691 -0.8387 -0.331
N -0.1744 1.4645 -0.2473 -0.828
N -0.3448 -0.1463 1.4206 -0.821
N 1.9613 -0.2176 -0.0351 -0.924
O -1.6826 -1.1941 -0.7311 -0.820
H -1.8787 -1.2373 -1.6773 0.455
H 0.3508 -1.6672 -0.4668 0.386
H -0.9937 1.9223 0.1199 0.386
H -0.0525 1.5922 -1.2411 0.399
H -1.0079 0.4658 1.8733 0.390
H -0.5779 -1.1227 1.5378 0.403
H 2.0688 0.2585 0.8626 0.339
H 2.2469 0.4760 -0.7258 0.330
```

The calculation puts the HOMO-LUMO gap (alpha / beta) at 9.16 / 9.16 eV. Its lowest unoccupied orbital energy (alpha / beta) is 0.75 / 0.75 eV. The HOMO energy (alpha / beta) is -8.412 / -8.410 eV. The relative energy (zero: lowest compared OMol25 entry of this formula, charge and spin) is 2.846 eV.


Entry 2:
An isolated ion of composition C4H7FNO and charge -1, computed with ωB97M-V/def2-TZVPD.

XYZ file:
```
14
Properties=species:S:1:pos:R:3:nbo_charge:R:1
C -0.0589 -0.5870 1.3279 -0.575
C 0.4512 -0.8402 -0.9106 -0.333
C -0.5425 -0.1830 0.0028 0.288
C -0.5765 1.3172 -0.1790 -0.644
N 1.6325 -0.7006 0.0290 0.017
O 2.2692 0.3958 -0.1124 -0.589
F -1.9716 -0.6402 -0.2876 -0.497
H -0.2223 0.0876 2.1564 0.165
H -0.1135 -1.6362 1.5664 0.177
H 0.2655 -1.9064 -1.0581 0.186
H 0.5842 -0.3376 -1.8750 0.174
H -0.9403 1.5759 -1.1731 0.192
H 0.4451 1.6813 -0.0577 0.243
H -1.2221 1.7732 0.5711 0.195
```

The calculation puts the HOMO-LUMO gap (alpha / beta) at 6.57 / 6.56 eV. Its total charge is -1. Its lowest unoccupied orbital energy (alpha / beta) is 4.47 / 4.47 eV. The HOMO energy (alpha / beta) is -2.094 / -2.093 eV. The relative energy (zero: lowest compared OMol25 entry of this formula, charge and spin) is 0.000 eV.


Entry 3:
C37H34MnNO3P as an isolated structure, computed with ωB97M-V/def2-TZVPD.

XYZ file:
```
77
Properties=species:S:1:pos:R:3:lowdin_spin:R:1
Mn 0.4696 1.4602 -0.9205 4.642
C -1.2671 0.0799 2.2495 0.004
C -0.1220 -0.4352 3.0732 0.001
C -0.3448 -0.8371 4.3885 0.000
C 0.6755 -1.3479 5.1734 0.001
C 1.9549 -1.4728 4.6522 0.000
C 2.1966 -1.0796 3.3465 0.002
C 1.1744 -0.5571 2.5536 0.009
P 1.5157 -0.0675 0.8297 0.039
C 3.3215 0.2202 0.8435 0.004
C 4.1842 -0.6409 0.1714 0.002
C 5.5522 -0.4065 0.1511 0.000
C 6.0665 0.6956 0.8162 0.001
C 5.2105 1.5611 1.4839 0.000
C 3.8358 1.3489 1.5050 0.001
C 2.9402 2.3099 2.2366 0.002
C 1.1845 -1.5443 -0.1562 0.010
C 0.7458 -2.7337 0.4231 0.002
C 0.1987 -3.7390 -0.3561 0.006
C 0.0874 -3.5429 -1.7300 0.003
C 0.5450 -2.3776 -2.3182 0.004
C 1.1200 -1.3426 -1.5599 0.011
C 1.5282 -0.0654 -2.1462 0.020
H -2.1655 0.1875 2.8559 0.000
H -1.5002 -0.6002 1.4280 0.000
H -1.0442 1.0504 1.7999 0.003
H -1.3434 -0.7450 4.7986 0.000
H 0.4705 -1.6512 6.1922 0.000
H 2.7578 -1.8764 5.2549 0.000
H 3.1945 -1.1773 2.9368 0.000
H 3.7764 -1.5077 -0.3356 0.000
H 6.2096 -1.0889 -0.3716 0.000
H 7.1329 0.8833 0.8193 0.000
H 5.6159 2.4212 2.0047 0.000
H 3.5092 3.1607 2.6097 0.000
H 2.4553 1.8275 3.0871 0.000
H 2.1462 2.6902 1.5883 0.002
H 0.7973 -2.8569 1.4983 0.000
H -0.1539 -4.6540 0.1007 0.000
H -0.3558 -4.3131 -2.3499 0.000
H 0.4651 -2.2497 -3.3919 0.000
H 1.3858 -0.0357 -3.2274 0.007
H 2.5723 0.1742 -1.9226 0.007
O -1.4082 0.0887 -0.9648 0.045
C -2.6590 0.7431 -1.2205 0.004
C -2.3726 2.2776 -1.2027 0.011
O -3.3174 3.0268 -1.3652 0.011
O -1.1489 2.6179 -1.0223 0.064
C -3.6320 0.3152 -0.1233 0.001
C -3.8848 -1.0502 0.0090 0.001
C -4.6853 -1.5318 1.0294 0.000
C -5.2585 -0.6471 1.9351 0.000
C -5.0240 0.7109 1.8021 0.000
C -4.2146 1.1937 0.7794 0.000
C -3.1636 0.3777 -2.6071 0.000
C -4.5177 0.4734 -2.9115 0.000
C -4.9708 0.1715 -4.1847 0.000
C -4.0777 -0.2296 -5.1696 0.000
C -2.7266 -0.3144 -4.8750 0.000
C -2.2692 -0.0053 -3.6009 0.001
H -1.4146 -0.8208 -1.2931 0.001
H -3.4538 -1.7505 -0.6994 0.000
H -4.8668 -2.5956 1.1159 0.000
H -5.8876 -1.0176 2.7344 0.000
H -5.4728 1.4087 2.4979 0.000
H -4.0498 2.2567 0.6758 0.000
H -5.2126 0.7968 -2.1483 0.000
H -6.0265 0.2513 -4.4098 0.000
H -4.4348 -0.4688 -6.1630 0.000
H -2.0203 -0.6142 -5.6390 0.000
H -1.2071 -0.0510 -3.3881 0.001
C 4.5941 3.2595 -1.7184 0.005
C 3.1810 3.1381 -1.4104 0.030
N 2.0682 3.0085 -1.1721 0.039
H 5.0810 2.3094 -1.4972 0.001
H 5.0376 4.0429 -1.1064 0.001
H 4.7169 3.5037 -2.7720 0.000
```

The calculation puts the HOMO-LUMO gap (alpha / beta) at 7.34 / 7.98 eV. The expectation value of S² is 8.7579. Its lowest unoccupied orbital energy (alpha / beta) is 0.35 / 0.35 eV. As for the multiplicity: 6. The HOMO energy (alpha / beta) is -6.991 / -7.638 eV. The relative energy (zero: lowest compared OMol25 entry of this formula, charge and spin) is 0.000 eV.


Entry 4:
A 2-piece molecular cluster, C8H15INO2S overall, computed with ωB97M-V/def2-TZVPD.

XYZ file:
```
28
Properties=species:S:1:pos:R:3:nbo_charge:R:1
C 1.5158 2.2840 0.9182 -0.626
C 1.7990 0.9786 0.2074 -0.353
C 2.4548 1.2327 -1.1289 -0.496
C 3.9489 1.4561 -1.1679 0.165
N 4.8042 0.9001 -0.4021 -0.629
C 0.5761 0.1237 0.0717 -0.561
C 0.7758 -1.2475 0.6969 0.554
O 0.6469 -2.3160 0.1956 -0.585
I 1.4797 -1.1351 2.7886 -0.156
H 1.2054 2.1236 1.9601 0.199
H 2.4142 2.9152 0.9652 0.188
H 0.7123 2.8806 0.4225 0.131
H 2.2896 0.3683 -1.7954 0.210
H 2.0193 2.1234 -1.6482 0.134
H 4.2986 2.1479 -1.9530 0.111
H 5.7396 1.2088 -0.6684 0.308
H -0.3238 0.5553 0.5457 0.214
H 0.3586 -0.1006 -0.9840 0.197
C -2.5985 -1.6867 -0.7198 -0.834
S -4.1361 -0.8330 -0.3625 1.240
O -3.8193 0.3988 0.3997 -0.981
C -4.7277 -2.0361 0.8385 -0.833
H -2.0239 -1.0792 -1.4155 0.248
H -2.0211 -1.8290 0.1932 0.249
H -2.8383 -2.6463 -1.1789 0.220
H -4.0022 -2.1148 1.6479 0.237
H -4.8695 -2.9999 0.3493 0.219
H -5.6782 -1.6730 1.2240 0.229
```

The calculation puts the HOMO-LUMO gap at 4.28 eV. Its total charge is -1. Its lowest unoccupied orbital energy is 2.55 eV. The HOMO energy is -1.737 eV.


Entry 5:
C12H14InO16S3 as an isolated structure, computed with ωB97M-V/def2-TZVPD.

XYZ file:
```
46
Properties=species:S:1:pos:R:3:nbo_charge:R:1
In -9.0558 10.4558 -1.5970 0.946
C -10.7851 13.1686 2.1769 -0.067
C -9.9934 12.1287 1.5751 0.404
C -8.3731 12.3761 1.5755 0.388
O -7.7928 11.7460 0.6906 -0.511
C -7.8204 13.2151 2.6055 -0.094
C -8.6781 13.9499 3.4084 0.334
C -10.2023 13.9068 3.1481 0.308
O -10.9244 14.8622 3.6285 -0.389
O -8.0948 14.7016 4.2821 -0.382
O -10.3370 11.1254 0.9633 -0.511
H -11.8366 13.2074 1.9335 0.263
H -6.7430 13.2781 2.5642 0.260
C -12.9538 6.5244 -2.1587 -0.138
C -14.0868 7.4624 -2.1599 -0.101
O -13.8008 8.3836 -3.0764 -0.636
S -12.1472 8.2364 -3.6273 2.441
O -11.2241 8.9107 -2.7184 -0.939
O -12.0763 8.5012 -5.0720 -0.814
O -12.2563 6.6433 -3.3497 -0.624
H -13.3823 5.5412 -2.3535 0.232
H -12.2958 6.5934 -1.2925 0.206
H -14.1909 7.9844 -1.2087 0.179
H -15.0859 7.0816 -2.3717 0.203
C -13.5960 14.4558 -1.2076 -0.115
C -13.0746 15.1146 0.0230 -0.110
O -11.6767 14.8066 0.0618 -0.696
S -11.0029 14.4025 -1.4395 2.464
O -10.3224 13.1145 -1.3715 -0.920
O -10.3305 15.5240 -2.0156 -0.816
O -12.5879 14.1586 -2.1112 -0.640
H -14.3427 15.0998 -1.6721 0.216
H -14.0832 13.4818 -1.1626 0.202
H -13.5636 15.0035 0.9908 0.234
H -13.0525 16.2021 -0.0486 0.207
C -4.9048 8.8047 2.8263 -0.099
C -3.9780 9.1626 1.6573 -0.104
O -4.5850 8.6044 0.4651 -0.671
S -6.1611 8.2875 0.6645 2.515
O -6.3302 6.8749 0.2747 -0.865
O -6.9809 9.2834 0.0800 -0.922
O -6.0614 8.2530 2.2874 -0.669
H -5.2066 9.7398 3.2980 0.198
H -4.3960 8.0244 3.3924 0.220
H -2.9812 8.7684 1.8552 0.214
H -3.7205 10.2101 1.5007 0.198
```

The calculation puts the HOMO-LUMO gap at 4.80 eV. Its total charge is +1. Its lowest unoccupied orbital energy is -7.76 eV. The HOMO energy is -12.560 eV. The relative energy (zero: lowest compared OMol25 entry of this formula, charge and spin) is 4.363 eV.


Largest force on an atom across the listed records, respectively: 3.40 0.88 0.62 0.60 7.21 eV Å⁻¹.